1.
{"formula": "C51H43CdN5Se2", "method": "ωB97M-V/def2-TZVPD", "species": ["Cd", "C", "C", "C", "C", "C", "C", "C", "C", "C", "C", "C", "N", "C", "C", "C", "C", "C", "C", "C", "C", "C", "C", "C", "C", "C", "N", "C", "C", "C", "C", "C", "C", "C", "C", "C", "C", "C", "C", "N", "C", "C", "N", "C", "C", "C", "C", "C", "C", "H", "H", "H", "H", "H", "H", "H", "H", "H", "H", "H", "H", "H", "H", "H", "H", "H", "H", "H", "H", "H", "H", "H", "H", "H", "H", "H", "H", "C", "Se", "C", "C", "Se", "C", "H", "H", "H", "H", "H", "H", "H", "H", "H", "H", "C", "C", "C", "N", "H", "H", "H", "H", "H"], "coordinates": [[0.095, 0.239, -0.017], [-5.376, -0.020, -5.515], [-5.344, 1.086, -4.683], [-4.390, 1.180, -3.686], [-3.464, 0.161, -3.506], [-3.502, -0.947, -4.344], [-4.453, -1.038, -5.345], [-2.427, 0.238, -2.447], [-2.744, -0.333, -1.210], [-3.999, -0.960, -0.888], [-3.904, -1.387, 0.396], [-2.605, -0.995, 0.872], [-1.936, -0.367, -0.123], [-2.126, -1.166, 2.179], [-1.062, -0.445, 2.734], [-0.872, -0.265, 4.152], [0.084, 0.683, 4.298], [0.525, 1.039, 2.972], [1.525, 1.968, 2.668], [2.041, 2.788, 3.784], [2.854, 2.279, 4.787], [3.292, 3.103, 5.809], [2.925, 4.439, 5.835], [2.105, 4.950, 4.841], [1.671, 4.129, 3.819], [2.011, 2.283, 1.393], [1.529, 1.809, 0.220], [2.242, 2.384, -0.779], [1.947, 2.295, -2.145], [2.966, 2.853, -3.065], [4.089, 2.071, -3.307], [5.089, 2.517, -4.146], [4.984, 3.763, -4.743], [3.872, 4.550, -4.505], [2.862, 4.096, -3.675], [0.776, 1.744, -2.682], [0.298, 1.969, -4.022], [-0.953, 1.452, -4.086], [-1.226, 0.867, -2.797], [-0.155, 1.047, -1.985], [3.265, 3.226, -0.211], [3.115, 3.174, 1.135], [-0.198, 0.347, 2.060], [-2.779, -2.152, 3.069], [-4.041, -1.968, 3.620], [-4.589, -2.932, 4.446], [-3.904, -4.110, 4.690], [-2.649, -4.306, 4.139], [-2.074, -3.319, 3.360], [-6.113, -0.079, -6.302], [-6.059, 1.886, -4.817], [-4.360, 2.045, -3.039], [-2.774, -1.732, -4.203], [-4.463, -1.899, -5.998], [-4.839, -1.037, -1.552], [-4.665, -1.862, 0.984], [-1.446, -0.763, 4.911], [0.464, 1.096, 5.212], [3.142, 1.238, 4.760], [3.928, 2.707, 6.589], [3.275, 5.081, 6.629], [1.810, 5.989, 4.860], [1.029, 4.511, 3.038], [4.167, 1.111, -2.815], [5.947, 1.891, -4.335], [5.770, 4.118, -5.390], [3.789, 5.521, -4.970], [2.000, 4.716, -3.480], [0.835, 2.501, -4.784], [-1.630, 1.457, -4.920], [3.967, 3.812, -0.771], [3.690, 3.687, 1.882], [-4.575, -1.052, 3.424], [-5.554, -2.769, 4.900], [-4.335, -4.863, 5.330], [-2.126, -5.234, 4.322], [-1.077, -3.446, 2.962], [5.827, -0.527, 1.313], [4.273, 0.107, 0.287], [3.983, -1.562, -0.721], [3.305, -2.634, 0.106], [1.322, -2.580, 0.127], [1.121, -3.288, -1.680], [6.741, -0.377, 0.739], [5.690, -1.581, 1.548], [5.864, 0.055, 2.229], [4.965, -1.890, -1.075], [3.384, -1.283, -1.590], [3.605, -2.575, 1.153], [3.570, -3.630, -0.258], [1.738, -4.180, -1.788], [1.393, -2.544, -2.428], [0.073, -3.551, -1.785], [-4.237, -4.642, -0.946], [-3.546, -4.659, 0.421], [-2.254, -4.039, 0.316], [-1.228, -3.559, 0.153], [-5.201, -5.139, -0.871], [-3.631, -5.155, -1.689], [-4.394, -3.620, -1.285], [-3.416, -5.687, 0.774], [-4.140, -4.116, 1.161]], "homo_lumo_gap_ev": 5.7, "largest_force_ha_per_bohr": 0.0238, "e_above_lowest_kcal_mol": 0.0, "homo_energy_ev": -6.46, "e_lumo_ev": -0.75}



2.
{"formula": "C51H43F3IN2O6PSSbTi", "method": "ωB97M-V/def2-TZVPD", "species": ["Ti", "O", "C", "C", "C", "C", "C", "C", "C", "O", "N", "O", "O", "H", "H", "H", "H", "I", "C", "C", "C", "C", "C", "C", "C", "C", "C", "P", "C", "C", "C", "C", "C", "C", "C", "C", "C", "C", "C", "C", "C", "H", "H", "H", "H", "H", "H", "H", "H", "H", "H", "H", "H", "H", "H", "H", "H", "C", "C", "N", "O", "H", "H", "H", "H", "H", "F", "C", "C", "C", "C", "C", "C", "Sb", "C", "C", "C", "C", "F", "C", "C", "C", "C", "C", "C", "F", "C", "C", "H", "H", "H", "H", "H", "H", "H", "H", "H", "H", "H", "H", "C", "S", "C", "O", "H", "H", "H", "H", "H", "H"], "coordinates": [[1.383, -0.099, 0.044], [1.047, -1.157, 1.787], [1.216, -0.708, 2.936], [2.043, 0.400, 3.273], [2.119, 0.802, 4.619], [3.036, 1.746, 4.974], [3.928, 2.294, 4.038], [3.876, 1.908, 2.726], [2.918, 0.962, 2.301], [2.894, 0.571, 1.062], [3.105, 2.188, 6.374], [3.892, 3.074, 6.637], [2.362, 1.649, 7.168], [0.733, -1.251, 3.754], [1.470, 0.370, 5.369], [4.647, 3.026, 4.379], [4.549, 2.319, 1.988], [2.918, 1.796, -1.870], [3.990, 0.144, -2.598], [5.338, 0.201, -2.375], [6.205, -0.741, -2.959], [5.694, -1.674, -3.808], [4.301, -1.755, -4.049], [3.825, -2.703, -4.990], [2.496, -2.814, -5.254], [1.585, -2.043, -4.507], [1.985, -1.124, -3.567], [0.661, -0.457, -2.478], [-0.630, -1.752, -2.560], [-1.956, -1.425, -2.832], [-2.932, -2.416, -2.854], [-2.591, -3.739, -2.620], [-1.267, -4.074, -2.354], [-0.297, -3.088, -2.312], [-0.057, 0.961, -3.355], [-0.087, 1.014, -4.747], [-0.659, 2.104, -5.386], [-1.198, 3.144, -4.640], [-1.158, 3.099, -3.254], [-0.582, 2.014, -2.609], [3.390, -0.887, -3.380], [5.751, 1.001, -1.775], [7.269, -0.680, -2.770], [6.345, -2.367, -4.326], [4.549, -3.323, -5.506], [2.128, -3.512, -5.993], [0.529, -2.225, -4.658], [-2.232, -0.399, -3.032], [-3.960, -2.149, -3.061], [-3.352, -4.508, -2.647], [-0.992, -5.109, -2.187], [0.735, -3.360, -2.132], [0.341, 0.214, -5.336], [-0.680, 2.143, -6.467], [-1.640, 3.995, -5.141], [-1.565, 3.914, -2.670], [-0.529, 1.987, -1.530], [4.144, -3.451, -0.488], [2.800, -2.998, -0.011], [2.147, -3.718, 0.890], [2.303, -1.961, -0.492], [4.530, -4.304, 0.067], [4.837, -2.615, -0.420], [4.055, -3.712, -1.544], [2.546, -4.556, 1.277], [1.253, -3.387, 1.234], [-9.066, -1.431, 0.471], [-7.773, -1.060, 0.439], [-7.449, 0.180, -0.078], [-6.113, 0.548, -0.112], [-5.111, -0.295, 0.372], [-5.484, -1.537, 0.882], [-6.817, -1.930, 0.919], [-3.074, 0.363, 0.226], [-2.282, -1.214, 1.445], [-1.851, -2.370, 0.801], [-1.323, -3.445, 1.507], [-1.231, -3.337, 2.880], [-0.698, -4.361, 3.578], [-1.669, -2.219, 3.565], [-2.189, -1.156, 2.834], [-3.214, 1.858, 1.740], [-2.286, 2.898, 1.739], [-2.371, 3.930, 2.664], [-3.393, 3.900, 3.592], [-3.480, 4.897, 4.489], [-4.330, 2.886, 3.629], [-4.235, 1.868, 2.691], [-8.233, 0.831, -0.442], [-5.857, 1.521, -0.521], [-4.735, -2.216, 1.272], [-7.119, -2.890, 1.315], [-1.934, -2.451, -0.274], [-1.017, -4.358, 1.011], [-1.608, -2.195, 4.646], [-2.525, -0.271, 3.364], [-1.478, 2.912, 1.015], [-1.671, 4.754, 2.666], [-5.119, 2.910, 4.369], [-4.979, 1.080, 2.696], [2.523, 5.481, 0.684], [1.501, 4.008, 0.872], [1.035, 4.198, 2.600], [0.146, 0.893, 0.349], [1.944, 6.385, 0.867], [2.892, 5.502, -0.340], [3.374, 5.449, 1.364], [0.481, 5.124, 2.751], [1.916, 4.201, 3.240], [0.395, 3.357, 2.866]], "homo_lumo_gap_ev": 7.0, "largest_force_ha_per_bohr": 0.0125, "total_charge": 1, "e_above_lowest_kcal_mol": 0.0, "homo_energy_ev": -10.26, "e_lumo_ev": -3.24}



3.
{"formula": "C51H43FO32", "method": "ωB97M-V/def2-TZVPD", "species": ["C", "C", "C", "O", "C", "O", "C", "O", "O", "C", "C", "C", "C", "F", "H", "H", "H", "H", "H", "H", "H", "H", "H", "H", "H", "H", "H", "H", "H", "O", "C", "C", "C", "O", "C", "O", "C", "C", "O", "H", "H", "H", "H", "O", "C", "C", "C", "O", "C", "O", "C", "C", "O", "H", "H", "H", "H", "O", "C", "C", "C", "O", "C", "O", "C", "C", "O", "H", "H", "H", "H", "O", "C", "C", "C", "O", "C", "O", "C", "C", "O", "H", "H", "H", "H", "O", "C", "C", "C", "O", "C", "O", "C", "C", "O", "H", "H", "H", "H", "O", "C", "C", "C", "O", "C", "O", "C", "C", "O", "H", "H", "H", "H", "O", "C", "C", "C", "O", "C", "O", "C", "C", "O", "H", "H", "H", "H"], "coordinates": [[8.685, -1.249, -0.548], [8.774, 0.195, -1.100], [7.513, 0.974, -0.645], [6.386, 0.256, -1.143], [5.251, 0.508, -0.440], [5.354, 0.047, 0.944], [4.203, -0.599, 1.251], [3.602, -0.564, 2.212], [3.901, -1.338, 0.099], [4.028, -0.345, -0.902], [2.741, 0.463, -1.266], [1.487, 0.047, -0.458], [0.669, -1.073, -1.117], [0.497, -0.859, -2.479], [9.651, -1.754, -0.571], [8.019, -1.821, -1.206], [8.328, -1.242, 0.491], [9.657, 0.670, -0.644], [8.847, 0.250, -2.194], [7.564, 2.011, -1.022], [7.560, 1.031, 0.452], [4.980, 1.569, -0.291], [4.370, -0.723, -1.880], [2.506, 0.393, -2.332], [2.947, 1.513, -0.998], [0.820, 0.926, -0.444], [1.673, -0.204, 0.593], [1.095, -2.064, -0.900], [-0.335, -1.044, -0.673], [-1.860, 0.819, -0.249], [-2.963, 0.569, 0.200], [-3.685, -0.661, -0.103], [-4.904, -0.873, 0.410], [-5.593, -1.986, 0.157], [-5.567, 0.136, 1.302], [-6.682, -0.097, 1.727], [-4.832, 1.356, 1.623], [-3.613, 1.564, 1.111], [-2.908, 2.665, 1.380], [-3.198, -1.379, -0.748], [-6.441, -1.895, 0.642], [-5.312, 2.068, 2.280], [-2.070, 2.570, 0.884], [-8.739, -8.423, -0.001], [-8.625, -7.237, 0.241], [-9.356, -6.570, 1.313], [-9.201, -5.257, 1.520], [-9.851, -4.611, 2.492], [-8.286, -4.433, 0.669], [-8.197, -3.237, 0.891], [-7.537, -5.101, -0.386], [-7.690, -6.414, -0.591], [-7.015, -7.053, -1.553], [-10.015, -7.176, 1.919], [-9.567, -3.678, 2.428], [-6.866, -4.497, -0.980], [-7.303, -7.986, -1.498], [10.294, -2.914, -2.315], [11.182, -3.700, -2.590], [12.381, -3.862, -1.776], [13.330, -4.731, -2.140], [14.441, -4.910, -1.421], [13.203, -5.560, -3.382], [14.105, -6.322, -3.675], [11.993, -5.415, -4.184], [11.042, -4.548, -3.818], [9.919, -4.387, -4.523], [12.463, -3.257, -0.884], [14.960, -5.587, -1.898], [11.904, -6.030, -5.068], [9.403, -3.706, -4.050], [-1.200, 4.590, 1.174], [-0.417, 4.944, 2.041], [1.026, 4.867, 1.878], [1.838, 5.255, 2.868], [3.165, 5.204, 2.757], [1.299, 5.773, 4.167], [2.084, 6.096, 5.040], [-0.146, 5.870, 4.320], [-0.957, 5.485, 3.329], [-2.286, 5.564, 3.438], [1.402, 4.490, 0.937], [3.516, 5.536, 3.607], [-0.523, 6.261, 5.254], [-2.648, 5.223, 2.598], [-0.398, 7.946, 1.904], [-0.661, 9.125, 1.745], [-0.718, 10.079, 2.844], [-1.029, 11.360, 2.609], [-1.089, 12.264, 3.587], [-1.328, 11.854, 1.226], [-1.622, 13.024, 1.072], [-1.247, 10.902, 0.123], [-0.934, 9.623, 0.359], [-0.849, 8.722, -0.623], [-0.503, 9.710, 3.837], [-1.333, 13.106, 3.155], [-1.449, 11.274, -0.872], [-0.612, 7.878, -0.192], [-2.054, -12.213, 0.536], [-2.807, -11.259, 0.488], [-2.874, -10.354, -0.654], [-3.712, -9.311, -0.639], [-3.807, -8.461, -1.665], [-4.599, -9.034, 0.536], [-5.326, -8.059, 0.497], [-4.550, -9.950, 1.668], [-3.714, -10.995, 1.652], [-3.640, -11.858, 2.667], [-2.228, -10.563, -1.495], [-4.480, -7.799, -1.405], [-5.207, -9.748, 2.502], [-2.964, -12.515, 2.409], [-7.583, 5.796, -2.818], [-6.526, 5.312, -2.457], [-5.855, 5.697, -1.220], [-4.686, 5.139, -0.886], [-4.035, 5.457, 0.237], [-4.029, 4.115, -1.758], [-2.959, 3.664, -1.402], [-4.708, 3.711, -2.984], [-5.880, 4.266, -3.316], [-6.537, 3.924, -4.427], [-6.339, 6.439, -0.600], [-3.218, 4.912, 0.239], [-4.230, 2.958, -3.595], [-7.348, 4.470, -4.434]], "homo_lumo_gap_ev": 7.8, "largest_force_ha_per_bohr": 0.1189, "homo_energy_ev": -9.60, "e_lumo_ev": -1.76}



4.
{"formula": "C51H43N5O12SW", "method": "ωB97M-V/def2-TZVPD", "species": ["W", "C", "O", "C", "C", "C", "C", "C", "C", "C", "N", "C", "C", "N", "C", "C", "C", "C", "N", "C", "C", "N", "C", "C", "C", "C", "H", "H", "H", "H", "H", "H", "H", "H", "H", "H", "H", "H", "H", "H", "C", "O", "C", "C", "C", "C", "C", "C", "O", "C", "O", "C", "H", "H", "H", "H", "H", "H", "H", "H", "H", "O", "C", "C", "O", "C", "C", "O", "C", "O", "O", "C", "C", "C", "C", "C", "C", "N", "C", "C", "C", "C", "C", "C", "C", "O", "O", "C", "C", "H", "H", "H", "H", "H", "H", "H", "H", "H", "H", "H", "H", "H", "H", "C", "S", "C", "O", "H", "H", "H", "H", "H", "H"], "coordinates": [[0.179, -0.100, 0.036], [7.058, -10.197, -6.358], [7.209, -9.773, -5.015], [6.429, -8.754, -4.584], [5.488, -8.100, -5.370], [4.743, -7.063, -4.821], [4.919, -6.666, -3.503], [5.870, -7.334, -2.726], [6.614, -8.363, -3.256], [4.150, -5.574, -2.900], [4.280, -5.153, -1.664], [3.380, -4.128, -1.532], [2.692, -3.927, -2.703], [3.197, -4.860, -3.576], [1.696, -2.920, -2.875], [0.983, -2.629, -4.044], [0.093, -1.587, -4.022], [-0.121, -0.864, -2.852], [0.519, -1.155, -1.714], [1.450, -2.125, -1.749], [2.157, -2.320, -0.509], [1.815, -1.481, 0.497], [2.458, -1.593, 1.647], [3.454, -2.555, 1.849], [3.791, -3.421, 0.844], [3.130, -3.310, -0.379], [7.764, -11.010, -6.499], [7.292, -9.389, -7.056], [6.045, -10.561, -6.547], [5.326, -8.380, -6.399], [4.020, -6.572, -5.461], [6.012, -7.027, -1.699], [7.352, -8.884, -2.661], [2.923, -4.998, -4.532], [1.140, -3.198, -4.952], [-0.455, -1.302, -4.909], [-0.815, -0.041, -2.799], [2.178, -0.918, 2.436], [3.945, -2.580, 2.807], [4.557, -4.175, 0.972], [-6.168, -0.314, -2.845], [-6.284, -1.037, -1.629], [-5.163, -1.213, -0.896], [-5.338, -1.946, 0.296], [-4.254, -2.170, 1.094], [-2.970, -1.682, 0.773], [-1.798, -2.052, 1.522], [-1.822, -2.941, 2.731], [-0.671, -1.720, 1.128], [-2.806, -0.925, -0.411], [-1.709, -0.317, -0.770], [-3.927, -0.716, -1.245], [-7.162, -0.299, -3.281], [-5.475, -0.808, -3.530], [-5.832, 0.709, -2.665], [-6.325, -2.317, 0.534], [-4.383, -2.750, 1.998], [-2.791, -2.999, 3.217], [-1.078, -2.555, 3.427], [-1.521, -3.948, 2.432], [-3.765, -0.122, -2.132], [2.766, 4.684, -3.163], [2.293, 3.763, -2.558], [0.827, 3.578, -2.168], [-0.085, 4.365, -2.335], [0.791, 2.276, -1.532], [2.036, 1.703, -1.402], [2.145, 0.578, -0.785], [3.064, 2.541, -2.032], [4.252, 2.350, -2.139], [-0.236, 1.646, -1.044], [2.881, -3.395, 6.939], [2.930, -2.089, 6.187], [4.041, -1.798, 5.398], [4.099, -0.614, 4.681], [3.070, 0.308, 4.765], [1.959, 0.036, 5.563], [0.912, 0.947, 5.699], [0.845, 2.161, 4.996], [0.777, 3.340, 5.731], [0.678, 4.570, 5.099], [0.696, 4.646, 3.722], [0.783, 3.481, 2.974], [0.817, 2.230, 3.576], [0.788, 1.021, 2.659], [0.321, -0.040, 3.058], [1.131, 1.223, 1.415], [1.868, -1.187, 6.254], [0.620, -1.480, 7.040], [3.827, -3.926, 6.846], [2.093, -4.048, 6.553], [2.681, -3.245, 8.001], [4.861, -2.505, 5.352], [4.963, -0.393, 4.065], [3.135, 1.246, 4.231], [0.480, 0.973, 6.607], [0.812, 3.286, 6.812], [0.618, 5.474, 5.692], [0.660, 5.609, 3.228], [0.828, 3.523, 1.895], [-0.253, -1.146, 6.476], [0.605, -0.960, 8.005], [0.512, -2.541, 7.250], [-1.872, 3.680, 0.792], [-2.446, 2.011, 0.566], [-3.785, 1.997, 1.745], [-1.433, 1.115, 1.260], [-2.594, 4.354, 0.331], [-0.935, 3.744, 0.243], [-1.740, 3.896, 1.851], [-4.543, 2.722, 1.448], [-3.393, 2.221, 2.737], [-4.203, 0.990, 1.719]], "homo_lumo_gap_ev": [5.5, 5.5], "largest_force_ha_per_bohr": 0.0382, "e_above_lowest_kcal_mol": 0.0, "homo_energy_ev": [-6.30, -6.30], "e_lumo_ev": [-0.76, -0.76]}



The DFT total energy results, record by record, are as follows: -196292.53763; -134876.46505; -121817.66189; -98269.21190 eV.